# 1
80
Properties=species:S:1:pos:R:3:forces:R:3 method="wB97M-V/def2-TZVPD" homo_lumo_gap_ev=6.948 charge=+1 e_lumo_ev=-3.136 e_above_lowest_kj_mol=21.44 homo_ev=-10.084 spin_multiplicity=1
Sc 0.418 0.568 -0.156 -0.840 -0.248 -0.410
C -3.154 2.236 1.883 0.003 -0.026 0.003
C -1.870 2.970 2.270 -0.055 0.019 -0.042
C -2.004 3.588 3.662 -0.034 0.052 -0.024
P -0.402 1.886 2.030 0.107 -0.266 0.265
C 1.046 2.782 2.717 0.099 0.088 -0.124
C 2.271 1.872 2.601 -0.041 -0.024 0.045
C 1.258 4.096 1.962 -0.027 0.026 0.052
C -0.522 0.425 3.098 -0.065 0.148 0.121
C -0.665 0.545 4.485 0.036 -0.009 0.017
C -0.624 -0.560 5.312 0.014 0.004 -0.041
C -0.380 -1.809 4.747 0.003 0.003 -0.017
C -0.207 -1.942 3.383 -0.007 -0.057 0.067
C -0.306 -0.838 2.526 0.213 -0.241 -0.238
N -0.078 -0.974 1.137 -0.292 0.064 0.113
C -0.471 -2.174 0.493 0.205 0.081 0.232
C -1.596 -2.902 0.895 -0.117 0.020 0.023
C -1.970 -4.057 0.235 -0.009 -0.004 -0.003
C -1.248 -4.519 -0.861 -0.014 0.025 0.025
C -0.164 -3.784 -1.298 -0.032 0.029 -0.051
C 0.233 -2.618 -0.640 0.081 -0.081 -0.085
P 1.590 -1.579 -1.245 -0.083 -0.062 -0.007
C 3.154 -2.384 -0.713 0.028 0.052 0.196
C 3.157 -2.479 0.816 0.022 -0.019 -0.010
C 3.389 -3.748 -1.353 0.041 -0.031 0.037
C 1.557 -1.690 -3.076 0.111 0.084 -0.083
C 0.269 -1.096 -3.643 -0.013 -0.058 -0.009
C 2.783 -0.957 -3.632 0.011 -0.055 -0.001
H -4.006 2.907 2.002 0.010 -0.011 0.007
H -3.314 1.371 2.530 -0.001 0.018 -0.003
H -3.135 1.886 0.852 0.006 0.001 0.002
H -1.696 3.773 1.546 -0.008 0.033 -0.016
H -2.355 2.852 4.385 0.012 0.004 -0.015
H -2.753 4.380 3.620 0.005 -0.008 0.019
H -1.080 4.031 4.031 0.004 0.004 -0.009
H 0.852 2.987 3.772 0.056 -0.007 0.042
H 2.447 1.569 1.558 0.034 0.044 -0.030
H 2.172 0.971 3.207 -0.014 -0.008 -0.015
H 3.170 2.402 2.919 -0.004 -0.005 -0.001
H 1.362 3.920 0.889 0.013 -0.010 -0.005
H 2.170 4.584 2.310 -0.013 -0.003 0.002
H 0.433 4.794 2.112 0.003 -0.011 -0.002
H -0.786 1.525 4.925 -0.020 -0.006 -0.002
H -0.751 -0.452 6.380 0.011 0.001 -0.008
H -0.303 -2.684 5.379 0.000 0.014 -0.007
H 0.024 -2.913 2.966 -0.036 -0.003 0.009
H -2.193 -2.539 1.722 0.034 -0.034 0.026
H -2.846 -4.598 0.573 0.017 0.008 -0.005
H -1.538 -5.427 -1.371 -0.005 0.010 -0.001
H 0.381 -4.115 -2.175 0.003 -0.012 0.021
H 3.943 -1.693 -1.022 0.022 0.011 -0.014
H 2.401 -3.189 1.158 0.006 0.021 -0.004
H 2.952 -1.518 1.292 0.009 0.009 -0.004
H 4.130 -2.827 1.165 -0.015 -0.015 -0.013
H 2.601 -4.452 -1.076 0.007 0.022 -0.009
H 4.335 -4.155 -0.990 -0.018 -0.010 -0.011
H 3.450 -3.700 -2.441 -0.010 0.004 0.008
H 1.611 -2.745 -3.353 0.008 -0.003 -0.044
H 0.181 -0.042 -3.361 0.041 0.014 0.005
H -0.619 -1.624 -3.292 0.000 0.026 0.026
H 0.295 -1.146 -4.734 -0.011 -0.001 0.014
H 2.835 0.069 -3.259 -0.015 0.013 -0.016
H 2.730 -0.906 -4.720 0.004 -0.004 0.004
H 3.718 -1.454 -3.371 -0.013 0.005 0.006
N 1.233 2.053 -1.302 0.347 0.482 -0.200
C 2.013 2.604 -2.018 -0.173 -0.440 -0.124
N 2.812 3.234 -2.707 0.260 0.507 -0.080
C 3.426 2.998 -3.855 -0.167 -0.198 0.183
N 3.986 2.830 -4.849 -0.026 0.009 0.007
S -2.078 0.104 -1.013 -0.034 -0.228 0.384
C -2.990 0.680 -2.297 0.300 0.190 -0.157
N -2.544 1.293 -3.378 0.012 0.091 -0.094
C -3.490 1.516 -4.472 -0.035 0.003 0.070
C -4.880 1.458 -3.836 0.030 -0.016 0.013
S -4.702 0.451 -2.328 -0.012 -0.060 -0.006
H -1.551 1.425 -3.502 -0.002 0.025 0.010
H -3.365 0.742 -5.231 0.019 -0.046 0.022
H -3.306 2.485 -4.930 0.010 0.014 -0.019
H -5.605 0.983 -4.491 -0.009 0.034 -0.016
H -5.243 2.443 -3.552 0.013 0.011 -0.002

# 2
119
Properties=species:S:1:pos:R:3:forces:R:3 method="wB97M-V/def2-TZVPD" smiles="CCOC(=O)C(F)(F)F.CCOC(=O)C(F)(F)F.CCOC(=O)C(F)(F)F.CCOC(=O)C(F)(F)F.CCOC(=O)C(F)(F)F.O=S1(=O)OCCO1.O=S1(=O)OCCO1.O=S1(=O)OCCO1.O=S1(=O)OCCO1.ClC(Cl)Cl" homo_lumo_gap_ev=10.915 charge=0 e_lumo_ev=0.116 homo_ev=-10.799 spin_multiplicity=1
C 2.251 2.789 -3.308 0.475 -0.098 0.038
C 3.255 3.590 -2.450 -1.197 1.402 -1.540
O 3.806 2.913 -1.367 3.417 -2.587 0.626
C 4.950 2.083 -1.615 -1.877 0.752 -4.638
O 5.328 1.732 -2.765 -1.317 1.556 5.085
C 5.615 1.659 -0.294 -0.547 0.757 -0.393
F 6.717 2.417 -0.116 -0.456 -0.519 0.179
F 4.800 1.783 0.761 0.358 0.266 -0.210
F 5.920 0.394 -0.414 0.781 -0.907 0.185
H 2.741 2.010 -3.892 0.209 -0.140 0.261
H 1.758 3.401 -4.063 0.068 0.415 0.230
H 1.463 2.332 -2.709 0.089 0.065 0.198
H 2.791 4.476 -2.017 -0.608 -0.323 0.372
H 4.002 4.110 -3.049 0.517 -0.767 -0.352
C 5.021 -3.046 0.952 0.533 0.423 1.303
C 3.546 -3.244 0.724 0.832 0.261 -0.693
O 2.928 -3.800 1.883 -0.920 0.613 2.323
C 2.736 -3.053 3.030 0.534 0.115 -0.303
O 3.153 -1.960 3.325 -0.428 -1.003 -1.040
C 1.903 -3.834 4.121 -0.029 0.113 0.244
F 2.652 -4.044 5.242 -0.673 1.418 -0.473
F 0.719 -3.148 4.408 2.250 -1.156 -0.249
F 1.638 -5.054 3.737 -1.048 -0.664 -0.745
H 5.164 -2.553 1.914 0.029 0.182 0.033
H 5.563 -2.427 0.237 -0.330 -0.291 -0.366
H 5.486 -4.024 1.078 0.157 0.016 -0.323
H 3.511 -4.007 -0.054 -0.840 -0.046 0.110
H 3.010 -2.356 0.388 0.039 0.059 0.116
C 0.688 2.784 3.684 -1.201 0.389 -0.113
C 0.066 3.994 4.441 0.180 -2.468 -0.486
O 1.046 4.997 4.617 1.482 1.639 0.887
C 1.644 5.182 5.814 -1.995 -2.075 2.006
O 1.284 4.637 6.852 0.892 1.112 -1.916
C 2.848 6.147 5.852 1.018 -1.185 -0.448
F 2.703 7.100 6.756 -0.048 -0.179 0.125
F 4.012 5.439 6.133 -1.651 0.888 -0.210
F 3.002 6.701 4.662 0.315 0.500 -0.483
H 1.531 2.251 4.125 0.102 0.535 0.312
H 0.880 3.004 2.634 0.206 0.152 0.197
H -0.127 2.060 3.685 -0.037 -0.194 -0.142
H -0.372 3.570 5.345 0.370 0.702 0.461
H -0.758 4.382 3.842 0.324 0.319 0.040
C -5.669 -0.101 1.005 -0.112 -0.900 -0.066
C -5.060 0.064 2.395 0.728 1.042 -1.129
O -4.907 -1.082 3.266 -1.197 0.631 1.381
C -4.253 -2.142 2.916 0.355 -1.057 -1.229
O -3.817 -2.349 1.814 0.184 -0.325 0.357
C -4.081 -3.271 4.036 -0.051 0.913 -0.582
F -4.299 -4.458 3.500 -0.465 -0.439 -0.507
F -2.863 -3.267 4.516 1.927 0.314 -0.117
F -4.827 -3.149 5.103 -1.764 0.479 0.655
H -6.623 -0.629 1.018 -0.038 -0.087 0.136
H -5.015 -0.638 0.318 -0.068 -0.024 0.203
H -5.874 0.867 0.550 0.141 0.185 0.347
H -5.629 0.837 2.911 -0.097 -0.612 0.595
H -4.066 0.491 2.260 0.125 -0.138 0.087
C -3.705 1.425 -1.554 -1.076 1.233 -0.912
C -3.418 0.045 -2.011 1.429 -1.160 0.905
O -4.053 -0.310 -3.260 -2.224 -1.805 0.007
C -5.177 -1.152 -3.235 0.199 1.237 1.627
O -5.878 -1.442 -2.281 1.745 0.562 -1.939
C -5.474 -1.726 -4.668 -0.817 -0.870 0.440
F -4.730 -1.151 -5.591 -0.682 0.159 -0.252
F -5.152 -3.046 -4.656 0.019 0.389 0.113
F -6.830 -1.709 -4.978 2.193 0.618 0.362
H -3.440 2.083 -2.382 0.142 0.249 0.009
H -3.201 1.809 -0.668 0.146 -0.617 -0.036
H -4.779 1.571 -1.440 -0.108 -0.047 0.256
H -3.540 -0.715 -1.239 -0.842 -0.146 -0.093
H -2.344 -0.055 -2.172 0.016 0.151 -0.628
O 0.906 3.791 0.206 -2.534 2.857 0.176
S 0.006 4.967 0.144 0.939 -1.664 -1.586
O -1.098 4.957 -0.856 2.470 0.304 3.281
O -0.414 5.462 1.699 -0.634 -1.375 -2.261
C -0.026 6.794 1.926 0.856 1.797 -1.359
C 0.383 7.393 0.492 0.540 -0.244 1.786
O 0.976 6.252 -0.122 -0.969 -0.900 -0.319
H -0.791 7.434 2.366 -0.335 -0.540 0.052
H 0.842 6.744 2.582 0.060 0.251 -0.077
H 1.177 8.130 0.612 -0.013 -0.121 0.043
H -0.397 7.850 -0.117 -0.329 -0.436 0.147
O -1.715 -2.205 -4.513 2.321 -2.178 2.401
S -1.175 -3.053 -3.418 -1.948 0.202 0.594
O -0.112 -2.620 -2.491 -2.374 -1.117 -2.905
O -2.527 -3.441 -2.543 1.090 1.513 0.230
C -3.028 -4.742 -2.723 0.543 -1.231 -0.587
C -2.221 -5.269 -3.913 -1.475 -1.635 -0.678
O -0.966 -4.687 -3.867 1.467 3.318 0.183
H -2.827 -5.377 -1.861 -0.035 0.321 0.279
H -4.095 -4.732 -2.947 0.112 0.270 0.072
H -2.771 -5.128 -4.844 0.237 0.746 -0.253
H -2.023 -6.340 -3.934 -0.126 -0.076 0.628
O -1.236 -1.103 1.801 0.752 2.851 -0.872
S -1.009 0.221 1.227 1.406 0.827 -2.177
O -1.998 1.297 1.342 1.984 -2.185 0.299
O 0.534 0.866 1.492 -2.420 -0.089 1.477
C 1.530 0.389 0.637 0.060 -1.534 -1.777
C 0.722 -0.257 -0.587 0.895 -0.571 0.196
O -0.606 0.153 -0.403 -2.164 -0.194 1.683
H 2.221 1.154 0.284 -0.569 0.578 0.226
H 2.146 -0.331 1.174 -0.160 -0.301 -0.098
H 0.768 -1.343 -0.655 0.096 -0.119 0.674
H 0.980 0.001 -1.614 0.335 0.789 0.344
O 5.060 -2.590 -3.072 -2.948 0.804 -0.398
S 3.701 -2.061 -3.211 0.901 0.416 1.976
O 3.209 -1.154 -2.158 0.818 -1.983 -2.233
O 3.548 -1.405 -4.659 2.789 0.947 2.445
C 2.509 -1.877 -5.356 -3.144 -1.246 -2.631
C 2.179 -3.289 -4.809 1.414 -0.524 -1.394
O 2.586 -3.212 -3.490 0.942 0.928 3.044
H 1.651 -1.208 -5.296 -0.162 0.039 0.154
H 2.842 -1.907 -6.394 -0.292 -0.201 -0.095
H 2.864 -4.034 -5.214 -0.008 0.024 -0.814
H 1.197 -3.755 -4.886 -0.218 0.825 0.071
Cl 0.114 -3.723 0.533 -0.728 -1.502 0.159
C -1.200 -4.970 0.838 -0.139 0.773 0.212
Cl -1.512 -5.141 2.598 0.443 -0.026 -1.294
Cl -1.013 -6.569 0.049 0.442 0.722 0.313
H -2.062 -4.516 0.348 0.029 -0.098 0.468

# 3
88
Properties=species:S:1:pos:R:3:forces:R:3 method="wB97M-V/def2-TZVPD" homo_lumo_gap_ev=7.364 charge=+2 e_lumo_ev=-5.710 homo_ev=-13.074 spin_multiplicity=1
Ga -0.113 -0.467 0.172 0.101 -0.132 -0.084
C -0.322 2.007 4.785 -0.030 -0.019 0.006
N 0.039 1.645 3.414 -0.075 0.044 -0.090
C 1.471 1.780 3.105 0.046 -0.006 0.007
P -1.078 1.761 2.232 0.209 -0.064 0.277
O -0.464 1.325 0.939 -0.212 0.193 -0.368
O -2.268 0.772 2.689 -0.055 -0.095 -0.166
P -2.150 -0.845 2.663 0.065 0.198 0.034
O -1.059 -1.280 1.719 0.054 0.002 -0.200
N -3.631 -1.261 2.131 0.051 0.017 0.262
C -4.858 -0.524 2.431 -0.045 0.100 -0.110
C -3.845 -2.702 1.939 0.006 -0.023 -0.003
N -1.789 -1.350 4.152 -0.094 -0.187 -0.061
C -2.799 -1.291 5.210 -0.012 -0.011 0.034
C -0.492 -1.894 4.554 0.089 0.087 -0.037
N -1.891 3.160 2.039 -0.007 -0.085 0.060
C -2.860 3.626 3.035 -0.041 0.003 0.027
C -1.164 4.253 1.377 0.027 0.034 -0.028
H 0.269 1.404 5.474 -0.003 0.003 0.005
H -1.376 1.803 4.972 -0.017 0.007 0.017
H -0.120 3.061 4.991 0.000 -0.003 0.009
H 2.030 1.147 3.796 0.013 0.004 0.007
H 1.803 2.813 3.232 0.011 0.000 0.011
H 1.672 1.444 2.090 0.025 0.012 0.010
H -4.656 0.542 2.504 -0.001 -0.011 0.024
H -5.327 -0.873 3.353 -0.006 -0.004 0.004
H -5.559 -0.683 1.611 -0.005 0.008 0.007
H -2.914 -3.191 1.658 0.004 -0.009 -0.005
H -4.564 -2.838 1.132 0.007 -0.021 -0.015
H -4.240 -3.172 2.843 -0.005 -0.015 0.010
H -3.648 -0.679 4.908 -0.011 -0.011 -0.017
H -2.361 -0.834 6.097 -0.021 0.005 0.010
H -3.156 -2.288 5.470 0.010 0.007 0.012
H 0.248 -1.733 3.774 -0.052 -0.018 0.053
H -0.571 -2.962 4.762 0.005 0.004 0.000
H -0.156 -1.385 5.459 0.004 -0.010 0.000
H -3.346 2.785 3.524 -0.013 0.004 -0.003
H -3.623 4.217 2.530 -0.005 0.014 -0.006
H -2.383 4.252 3.792 -0.005 0.010 0.019
H -0.508 3.856 0.605 0.011 0.008 0.000
H -0.576 4.832 2.093 0.004 0.014 -0.012
H -1.891 4.914 0.908 0.007 0.006 -0.008
N 2.221 -1.694 -2.254 -0.032 0.073 -0.059
C 1.075 -2.353 -2.156 0.007 -0.089 0.077
N 0.975 -3.537 -2.746 -0.026 0.044 0.005
C -0.238 -4.080 -2.775 0.028 -0.025 -0.017
N -0.373 -5.315 -3.236 -0.010 -0.016 0.004
N -1.386 -3.432 -2.404 0.049 0.063 0.036
C -1.164 -2.307 -1.795 -0.092 -0.012 0.013
N 0.027 -1.762 -1.500 -0.022 0.005 -0.044
C -2.309 -1.417 -1.462 0.053 -0.051 -0.006
C -3.585 -1.648 -1.932 0.022 -0.020 0.000
C -4.543 -0.662 -1.743 0.013 0.014 0.016
C -4.182 0.510 -1.099 0.013 -0.032 0.005
C -2.889 0.646 -0.623 -0.057 0.088 0.047
N -1.969 -0.305 -0.795 -0.110 0.094 0.069
H 2.981 -2.134 -2.745 0.007 -0.008 0.028
H 2.352 -0.802 -1.807 0.009 -0.027 0.022
H 0.435 -5.812 -3.570 -0.001 -0.001 0.000
H -1.289 -5.720 -3.326 0.013 0.010 -0.005
H -3.788 -2.566 -2.463 -0.009 0.000 -0.002
H -5.549 -0.798 -2.117 -0.018 0.000 -0.011
H -4.885 1.319 -0.966 -0.020 0.014 0.003
H -2.577 1.543 -0.106 0.019 -0.046 -0.007
N 1.704 -0.265 0.465 0.014 -0.105 0.094
C 2.641 -1.090 0.717 0.093 0.018 0.011
C 2.495 -2.583 0.768 -0.056 -0.039 0.054
C 3.439 -3.401 0.145 -0.019 0.031 0.021
C 3.251 -4.771 0.085 -0.022 -0.021 0.006
C 2.135 -5.352 0.675 0.010 -0.010 -0.006
C 1.208 -4.553 1.325 0.026 0.014 0.000
C 1.388 -3.177 1.365 0.010 0.086 -0.023
C 4.022 -0.551 0.910 -0.026 0.009 0.017
C 4.380 0.651 0.302 0.041 0.028 0.024
C 5.642 1.185 0.492 -0.011 -0.016 0.010
C 6.553 0.536 1.315 0.007 0.000 -0.006
C 6.200 -0.650 1.942 0.003 0.005 0.004
C 4.944 -1.199 1.732 -0.004 0.017 -0.008
H 4.318 -2.960 -0.306 0.021 0.015 -0.013
H 3.983 -5.391 -0.414 0.029 -0.024 -0.016
H 2.002 -6.424 0.641 -0.003 -0.024 0.001
H 0.354 -5.002 1.814 -0.025 -0.010 0.010
H 0.672 -2.555 1.882 0.036 -0.099 -0.025
H 3.655 1.167 -0.314 -0.028 -0.004 -0.030
H 5.918 2.109 0.002 0.010 0.022 -0.012
H 7.539 0.955 1.468 0.017 0.007 0.003
H 6.905 -1.151 2.591 0.008 -0.009 0.007
H 4.676 -2.126 2.221 -0.002 -0.027 0.015

- The highest charge belongs to which entry?
  C29H42GaN11O3P2

- Look up the charge of the first one.
  +1

- Look up the charge of the second one.
  0